{
  "formula": "C32H35N4",
  "method": "ωB97M-V/def2-TZVPD",
  "homo_lumo_gap_ev": 5.0,
  "total_charge": 1,
  "homo_energy_ev": -9.131,
  "fmax_ha_per_bohr": 0.0870,
  "relative_energy_kj_mol": 97.83,
  "symbols": ["C", "C", "N", "N", "C", "C", "C", "C", "C", "H", "H", "H", "H", "H", "H", "C", "C", "N", "C", "C", "C", "C", "C", "C", "C", "C", "C", "C", "C", "C", "C", "N", "C", "C", "C", "C", "C", "C", "C", "C", "C", "C", "H", "H", "H", "H", "H", "H", "H", "H", "H", "H", "H", "H", "H", "H", "H", "H", "H", "H", "H", "H", "H", "H", "H", "H", "H", "H", "H", "H", "H"],
  "coordinates": [[1.415, -0.676, 3.125], [2.522, 0.075, 3.083], [3.464, 0.782, 3.035], [0.150, -0.137, 3.063], [-0.964, -0.956, 3.079], [-2.219, -0.430, 3.009], [-2.389, 0.942, 2.925], [-1.280, 1.772, 2.911], [-0.031, 1.232, 2.978], [1.512, -1.744, 3.190], [-0.810, -2.019, 3.140], [-3.078, -1.078, 3.014], [-3.379, 1.362, 2.868], [-1.402, 2.840, 2.847], [0.847, 1.854, 2.965], [8.119, -2.135, 4.256], [8.818, -2.378, 5.591], [7.931, -2.102, 6.737], [8.603, -1.622, 7.965], [7.625, -0.958, 8.932], [6.372, -1.825, 9.128], [5.739, -2.175, 7.812], [6.549, -2.315, 6.661], [5.939, -2.676, 5.437], [4.576, -2.830, 5.373], [3.739, -2.606, 6.487], [2.336, -2.683, 6.309], [1.310, -2.282, 7.200], [-0.011, -2.721, 6.959], [-1.035, -2.480, 7.845], [-0.787, -1.734, 9.020], [-1.801, -1.520, 9.961], [-3.191, -1.943, 9.706], [-3.256, -3.198, 8.840], [-2.400, -3.045, 7.573], [-1.570, -0.824, 11.246], [-0.094, -0.820, 11.639], [0.788, -0.385, 10.459], [0.508, -1.205, 9.233], [1.514, -1.464, 8.334], [4.376, -2.334, 7.720], [6.765, -2.860, 4.196], [7.964, -1.058, 4.117], [8.763, -2.450, 3.423], [9.150, -3.418, 5.672], [9.718, -1.762, 5.676], [9.096, -2.478, 8.435], [9.397, -0.925, 7.675], [8.108, -0.735, 9.894], [7.328, 0.013, 8.515], [6.631, -2.747, 9.663], [5.640, -1.305, 9.761], [4.122, -3.125, 4.441], [2.004, -3.113, 5.377], [-0.212, -3.274, 6.058], [-3.699, -2.105, 10.662], [-3.709, -1.109, 9.222], [-2.902, -4.060, 9.420], [-4.299, -3.429, 8.579], [-2.907, -2.398, 6.847], [-2.285, -4.017, 7.076], [-1.950, 0.198, 11.149], [-2.177, -1.311, 12.018], [0.080, -0.185, 12.519], [0.189, -1.837, 11.943], [0.621, 0.675, 10.231], [1.851, -0.471, 10.721], [2.459, -0.970, 8.468], [3.799, -2.318, 8.625], [6.185, -2.507, 3.334], [6.918, -3.934, 4.035]],
  "mulliken_charge": [-0.15, 0.10, -0.60, 0.14, -0.13, -0.66, -0.26, -0.62, -0.09, 0.31, 0.38, 0.42, 0.40, 0.40, 0.37, -0.90, -0.61, 0.00, -0.64, -0.84, -0.82, 0.18, 0.21, 0.31, -0.78, 0.05, -0.15, 0.25, -0.62, 0.43, 0.33, -0.01, -0.62, -0.86, -1.03, -0.64, -0.84, -0.83, 0.29, -1.32, -1.16, -0.92, 0.32, 0.38, 0.26, 0.43, 0.31, 0.42, 0.39, 0.33, 0.31, 0.36, 0.50, 0.44, 0.44, 0.42, 0.27, 0.31, 0.39, 0.35, 0.43, 0.31, 0.42, 0.39, 0.32, 0.30, 0.37, 1.28, 1.30, 0.43, 0.35]
}

---

{
  "formula": "C32H35N4",
  "method": "ωB97M-V/def2-TZVPD",
  "homo_lumo_gap_ev": 4.3,
  "total_charge": 1,
  "homo_energy_ev": -9.717,
  "fmax_ha_per_bohr": 0.0655,
  "relative_energy_kj_mol": 438.14,
  "symbols": ["C", "C", "C", "N", "N", "C", "C", "H", "H", "H", "H", "H", "H", "H", "H", "H", "H", "C", "N", "C", "C", "C", "C", "C", "C", "C", "C", "C", "C", "C", "C", "C", "C", "C", "N", "C", "C", "C", "C", "C", "C", "C", "C", "C", "C", "C", "H", "H", "H", "H", "H", "H", "H", "H", "H", "H", "H", "H", "H", "H", "H", "H", "H", "H", "H", "H", "H", "H", "H", "H", "H"],
  "coordinates": [[1.854, 2.960, 3.615], [0.384, 2.885, 3.139], [-0.086, 1.447, 3.409], [0.926, 0.848, 4.302], [0.854, -0.440, 4.752], [0.047, -0.775, 5.671], [2.210, 1.559, 4.135], [2.524, 3.270, 2.805], [1.959, 3.702, 4.416], [-0.234, 3.600, 3.695], [0.295, 3.144, 2.077], [-1.070, 1.407, 3.882], [-0.132, 0.858, 2.488], [0.010, -1.796, 5.995], [-0.554, -0.042, 6.173], [2.831, 1.007, 3.424], [2.741, 1.588, 5.089], [4.428, 2.101, -4.187], [3.725, 2.633, -3.013], [3.077, 3.913, -3.216], [1.980, 4.010, -4.075], [1.342, 5.213, -4.269], [1.787, 6.346, -3.615], [2.876, 6.271, -2.767], [3.518, 5.067, -2.565], [3.116, 1.657, -2.142], [3.528, 1.468, -0.814], [2.922, 0.534, -0.017], [1.852, -0.267, -0.490], [1.257, -1.185, 0.408], [0.168, -2.078, 0.269], [-0.201, -2.866, 1.389], [-1.253, -3.739, 1.338], [-2.007, -3.893, 0.164], [-3.140, -4.784, 0.076], [-2.996, -5.919, -0.843], [-4.480, -4.245, 0.176], [-5.059, -3.614, -0.927], [-6.325, -3.080, -0.848], [-7.041, -3.171, 0.330], [-6.488, -3.802, 1.429], [-5.218, -4.335, 1.358], [-1.650, -3.119, -0.946], [-0.607, -2.245, -0.900], [1.466, -0.071, -1.834], [2.074, 0.857, -2.624], [4.909, 1.155, -3.945], [3.719, 1.931, -4.996], [5.182, 2.811, -4.521], [1.639, 3.129, -4.590], [0.499, 5.272, -4.938], [1.284, 7.289, -3.767], [3.229, 7.159, -2.267], [4.374, 5.006, -1.915], [4.340, 2.067, -0.438], [3.266, 0.399, 0.995], [1.710, -1.198, 1.384], [0.358, -2.761, 2.304], [-1.520, -4.327, 2.201], [-3.903, -6.523, -0.835], [-2.826, -5.557, -1.856], [-2.150, -6.538, -0.548], [-4.505, -3.556, -1.848], [-6.757, -2.595, -1.707], [-8.033, -2.749, 0.391], [-7.054, -3.885, 2.342], [-4.787, -4.839, 2.206], [-2.222, -3.214, -1.851], [-0.411, -1.683, -1.785], [0.698, -0.658, -2.286], [1.751, 0.985, -3.641]],
  "mulliken_charge": [-0.45, -0.53, -0.39, 0.48, -0.81, -0.38, -0.54, 0.26, 0.26, 0.23, 0.32, 0.43, 0.02, 0.29, 0.33, 0.11, 0.42, -0.88, 0.21, 0.18, -0.07, -0.82, -0.37, -0.62, -0.24, 0.06, -0.48, -0.90, 1.19, -0.20, 1.13, -0.94, -0.47, 0.18, 0.20, -0.91, 0.22, -0.14, -0.78, -0.40, -0.60, -0.24, -0.44, -0.93, -0.83, -0.58, 0.34, 0.37, 0.30, 0.24, 0.37, 0.40, 0.38, 0.45, 0.52, 0.39, 0.36, 0.40, 0.49, 0.33, 0.38, 0.31, 0.26, 0.38, 0.40, 0.38, 0.43, 0.38, 0.34, 0.45, 0.38]
}

---

{
  "formula": "C32H35N4O3STl",
  "method": "ωB97M-V/def2-TZVPD",
  "homo_lumo_gap_ev": [5.8, 6.5],
  "total_charge": 0,
  "homo_energy_ev": [-7.259, -7.303],
  "fmax_ha_per_bohr": 0.0222,
  "relative_energy_kj_mol": 196.51,
  "symbols": ["Tl", "C", "C", "C", "C", "C", "C", "C", "H", "H", "H", "H", "H", "H", "H", "H", "O", "C", "C", "C", "C", "C", "C", "C", "O", "N", "N", "C", "C", "C", "C", "C", "C", "N", "H", "H", "H", "H", "H", "H", "H", "H", "H", "H", "C", "C", "C", "C", "C", "C", "C", "C", "N", "H", "H", "H", "H", "H", "H", "H", "H", "H", "O", "S", "C", "C", "C", "C", "H", "H", "H", "H", "H", "H", "H", "H"],
  "coordinates": [[0.905, 0.253, -0.068], [4.818, -1.076, 0.481], [3.619, -1.254, 1.375], [3.281, -0.311, 2.341], [2.157, -0.483, 3.142], [1.364, -1.611, 2.996], [1.693, -2.561, 2.037], [2.807, -2.379, 1.233], [4.490, -0.874, -0.544], [5.425, -1.983, 0.464], [5.441, -0.247, 0.815], [3.904, 0.567, 2.470], [1.907, 0.261, 3.889], [0.495, -1.751, 3.627], [1.081, -3.447, 1.918], [3.056, -3.122, 0.481], [-2.919, 0.112, -2.732], [-3.729, 0.947, -2.067], [-5.105, 0.852, -2.294], [-5.979, 1.704, -1.650], [-5.501, 2.679, -0.776], [-4.144, 2.771, -0.539], [-3.240, 1.901, -1.155], [-1.789, 1.946, -0.841], [-0.984, 1.234, -1.522], [-1.435, 2.764, 0.160], [-0.130, 2.670, 0.409], [0.490, 3.525, 1.123], [1.946, 3.419, 1.311], [2.589, 4.160, 2.305], [3.966, 4.114, 2.408], [4.687, 3.335, 1.516], [3.974, 2.601, 0.582], [2.649, 2.630, 0.480], [-2.001, 0.369, -2.455], [-5.454, 0.104, -2.996], [-7.043, 1.615, -1.833], [-6.191, 3.364, -0.297], [-3.744, 3.521, 0.130], [-0.020, 4.381, 1.572], [2.001, 4.764, 2.986], [4.476, 4.676, 3.181], [5.768, 3.300, 1.541], [4.481, 1.952, -0.127], [-0.438, -2.492, -1.490], [0.489, -2.734, -2.639], [0.296, -3.791, -3.492], [1.154, -4.046, -4.565], [2.269, -3.229, -4.782], [2.546, -2.169, -3.962], [3.742, -1.291, -4.170], [1.634, -1.852, -2.862], [1.899, -0.793, -2.174], [-1.235, -3.234, -1.478], [-0.897, -1.504, -1.547], [0.094, -2.538, -0.536], [-0.558, -4.438, -3.326], [0.960, -4.882, -5.223], [2.935, -3.438, -5.611], [4.330, -1.636, -5.019], [4.373, -1.292, -3.278], [3.436, -0.258, -4.343], [-1.511, -0.505, 1.188], [-1.954, -0.202, 2.583], [-3.365, 0.958, 2.454], [-4.672, 0.193, 2.665], [-4.383, -1.269, 2.337], [-3.072, -1.574, 3.043], [-3.276, 1.371, 1.452], [-3.207, 1.761, 3.174], [-5.462, 0.600, 2.033], [-4.996, 0.273, 3.706], [-4.247, -1.394, 1.260], [-5.185, -1.932, 2.662], [-2.586, -2.497, 2.730], [-3.176, -1.557, 4.132]],
  "mulliken_charge": [1.03, -1.41, 0.61, -0.25, -0.60, -0.21, -0.57, -0.24, 0.05, 0.48, 0.35, 0.33, 0.36, 0.48, 0.39, 0.35, -0.75, 0.01, -0.65, -0.39, -0.81, -0.03, 0.31, 0.75, -0.89, -0.78, 0.39, -0.99, 0.92, -0.80, -0.23, -0.64, -0.37, -0.12, 0.27, 0.45, 0.39, 0.40, 0.38, 0.39, 0.38, 0.42, 0.40, 0.50, -0.68, 0.92, -0.85, -0.72, -0.79, 1.05, -1.27, 0.58, -0.69, 0.45, 0.04, -0.04, 0.40, 0.39, 0.37, 0.40, 0.18, 0.30, -0.44, 0.27, 0.25, -0.68, -0.55, -0.89, -0.68, 0.47, 0.37, 0.31, 0.21, 0.44, 0.38, 0.43]
}